The following is a DFT calculation (ωB97M-V with the def2-TZVPD basis set) of the molecule C22H28N6O.

Each atom is followed by the atoms it is bonded to, with distances in Å.
Geometry (Å):
1 C 4.3780 -2.9298 -3.6380  C2 1.527, H30 1.087, H31 1.088, H32 1.087
2 C 3.8907 -1.9134 -2.6080  C1 1.527, N3 1.437, H33 1.092, H34 1.094
3 N 3.4358 -2.5536 -1.4051  C2 1.437, C4 1.347, N29 1.327
4 C 2.2869 -3.2323 -1.2226  N3 1.347, C5 1.381, H35 1.072
5 C 2.2603 -3.6477 0.0941  C4 1.381, C6 1.499, C28 1.406
6 C 1.1848 -4.3849 0.8336  C5 1.499, N7 1.455, H36 1.094, H37 1.097
7 N 0.1179 -3.5955 1.4296  C6 1.455, C8 1.445, C27 1.444
8 C -0.9334 -3.1247 0.5576  N7 1.445, C9 1.532, H38 1.092, H39 1.097
9 C -0.6205 -1.8173 -0.1781  C8 1.532, C10 1.528, H40 1.089, H41 1.091
10 C -0.2055 -0.7313 0.8140  C9 1.528, N11 1.447, C26 1.530, H42 1.094
11 N 0.2610 0.4244 0.0788  C10 1.447, N12 1.331, C15 1.350
12 N 1.3435 0.3148 -0.6872  N11 1.331, C13 1.318
13 C 1.5659 1.5089 -1.1996  N12 1.318, C14 1.397, H43 1.072
14 C 0.6033 2.4256 -0.7695  C13 1.397, C15 1.383, H44 1.071
15 C -0.2274 1.6825 0.0492  N11 1.350, C14 1.383, N16 1.399
16 N -1.3610 2.1047 0.7517  C15 1.399, C17 1.365, H45 1.012
17 C -2.6086 1.5701 0.6081  N16 1.365, O18 1.208, C19 1.527
18 O -2.8422 0.5554 -0.0043  C17 1.208
19 C -3.6772 2.3804 1.3380  C17 1.527, C20 1.502, H46 1.091, H47 1.092
20 C -3.6394 3.8148 0.8930  C19 1.502, C21 1.390, C25 1.390
21 C -4.1204 4.1613 -0.3648  C20 1.390, C22 1.383, H48 1.080
22 C -4.0478 5.4689 -0.8084  C21 1.383, C23 1.385, H49 1.080
23 C -3.4912 6.4478 -0.0014  C22 1.385, C24 1.384, H50 1.080
24 C -3.0090 6.1124 1.2516  C23 1.384, C25 1.385, H51 1.080
25 C -3.0797 4.8025 1.6949  C20 1.390, C24 1.385, H52 1.082
26 C 0.9140 -1.2349 1.7267  C10 1.530, C27 1.536, H53 1.089, H54 1.092
27 C 0.5208 -2.5746 2.3677  N7 1.444, C26 1.536, H55 1.092, H56 1.098
28 C 3.4754 -3.1697 0.6165  C5 1.406, N29 1.319, H57 1.073
29 N 4.1657 -2.5161 -0.2980  N3 1.327, C28 1.319
30 H 5.1887 -3.5234 -3.2227  C1 1.087
31 H 3.5714 -3.5994 -3.9279  C1 1.088
32 H 4.7391 -2.4165 -4.5251  C1 1.087
33 H 4.7067 -1.2496 -2.3165  C2 1.092
34 H 3.0725 -1.3136 -3.0181  C2 1.094
35 H 1.5898 -3.3819 -2.0232  C4 1.072
36 H 0.7085 -5.1070 0.1640  C6 1.094
37 H 1.6528 -4.9422 1.6539  C6 1.097
38 H -1.1667 -3.9093 -0.1651  C8 1.092
39 H -1.8211 -2.9679 1.1831  C8 1.097
40 H 0.2008 -1.9600 -0.8784  C9 1.089
41 H -1.5029 -1.4819 -0.7243  C9 1.091
42 H -1.0687 -0.4274 1.4128  C10 1.094
43 H 2.3986 1.6713 -1.8547  C13 1.072
44 H 0.5139 3.4640 -1.0147  C14 1.071
45 H -1.3086 3.0454 1.1203  N16 1.012
46 H -4.6426 1.9263 1.1117  C19 1.091
47 H -3.4951 2.3047 2.4124  C19 1.092
48 H -4.5505 3.3966 -0.9949  C21 1.080
49 H -4.4259 5.7257 -1.7867  C22 1.080
50 H -3.4353 7.4689 -0.3475  C23 1.080
51 H -2.5765 6.8710 1.8873  C24 1.080
52 H -2.7084 4.5501 2.6795  C25 1.082
53 H 1.8173 -1.3505 1.1295  C26 1.089
54 H 1.1150 -0.5017 2.5113  C26 1.092
55 H 1.3543 -2.9557 2.9610  C27 1.092
56 H -0.3286 -2.4047 3.0420  C27 1.098
57 H 3.8611 -3.2800 1.6111  C28 1.073

2S+1	1
LUMO energy	0.0244	hartree
E_HOMO	-0.2903	Eh
energy relative to the best compared isomer or geometry (same formula, charge and spin)	25.5	kcal per mole
total charge	0
SMILES	CCn1cc(CN2CCC(n3nccc3NC(=O)Cc3ccccc3)CC2)cn1
maximum force	0.9	eV Å⁻¹

***

The following is a DFT calculation (ωB97M-V with the def2-TZVPD basis set) of the molecule C22H28N6O3 at a distorted geometry.

Each atom is followed by the atoms it is bonded to, with distances in Å.
Geometry (Å):
1 C -1.4321 9.1985 0.1388  O2 1.403, H32 1.088, H33 1.098, H34 1.097
2 O -1.1029 7.8814 -0.2140  C1 1.403, C3 1.409
3 C -1.9688 6.9251 0.3530  O2 1.409, C4 1.523, H35 1.103, H36 1.101
4 C -1.5035 5.5377 -0.0710  C3 1.523, C5 1.529, H37 1.092, H38 1.091
5 C -2.4251 4.4451 0.4722  C4 1.529, N6 1.442, H39 1.093, H40 1.096
6 N -1.9660 3.1306 0.0985  C5 1.442, C7 1.356, H41 1.009
7 C -1.4799 2.2445 1.0030  N6 1.356, O8 1.216, C9 1.490
8 O -1.4566 2.4612 2.1988  C7 1.216
9 C -0.9755 0.9708 0.4157  C7 1.490, C10 1.399, C12 1.364
10 C -0.8954 0.8807 -0.9781  C9 1.399, N11 1.153
11 N -0.8808 0.8538 -2.1304  C10 1.153
12 C -0.6756 -0.0565 1.2617  C9 1.364, C13 1.424, H42 1.085
13 C -0.2132 -1.3620 0.9319  C12 1.424, C14 1.419, C30 1.432
14 C 0.5191 -1.7292 -0.2271  C13 1.419, N15 1.343, N22 1.345
15 N 1.3000 -0.8765 -0.9106  C14 1.343, C16 1.447, C21 1.443
16 C 1.8207 -1.2290 -2.2142  N15 1.447, C17 1.536, H43 1.088, H44 1.094
17 C 3.3410 -1.4365 -2.1468  C16 1.536, N18 1.449, H45 1.091, H46 1.095
18 N 4.0368 -0.2945 -1.5893  C17 1.449, C19 1.448, C20 1.444
19 C 4.1651 0.8257 -2.4972  N18 1.448, H47 1.098, H48 1.089, H49 1.089
20 C 3.4698 0.0428 -0.3044  N18 1.444, C21 1.545, H50 1.091, H51 1.095
21 C 1.9428 0.2791 -0.3337  N15 1.443, C20 1.545, H52 1.089, H53 1.095
22 N 0.4844 -2.9908 -0.6926  C14 1.345, C23 1.306
23 C -0.0399 -3.9459 0.0275  N22 1.306, C24 1.431, N29 1.375
24 C -0.0901 -5.2748 -0.5003  C23 1.431, C25 1.492, C26 1.363
25 C 0.3572 -5.4722 -1.9099  C24 1.492, H54 1.086, H55 1.088, H56 1.088
26 C -0.5233 -6.2916 0.2980  C24 1.363, C27 1.412, H57 1.080
27 C -0.9276 -6.0379 1.6268  C26 1.412, C28 1.355, H58 1.077
28 C -0.9012 -4.7667 2.0947  C27 1.355, N29 1.360, H59 1.080
29 N -0.4814 -3.7369 1.3127  C23 1.375, C28 1.360, C30 1.444
30 C -0.6174 -2.3976 1.8347  C13 1.432, N29 1.444, O31 1.215
31 O -1.0898 -2.2620 2.9459  C30 1.215
32 H -0.7045 9.8434 -0.3495  C1 1.088
33 H -2.4417 9.4624 -0.2018  C1 1.098
34 H -1.3805 9.3453 1.2252  C1 1.097
35 H -3.0017 7.1021 0.0101  C3 1.103
36 H -1.9596 7.0091 1.4512  C3 1.101
37 H -1.4759 5.4972 -1.1617  C4 1.092
38 H -0.4891 5.3796 0.2974  C4 1.091
39 H -2.4400 4.4687 1.5646  C5 1.093
40 H -3.4444 4.5952 0.0991  C5 1.096
41 H -1.9269 2.9080 -0.8845  N6 1.009
42 H -0.9257 0.1051 2.3050  C12 1.085
43 H 1.3238 -2.1376 -2.5474  C16 1.088
44 H 1.5801 -0.4107 -2.9000  C16 1.094
45 H 3.7334 -1.6419 -3.1438  C17 1.091
46 H 3.5516 -2.2977 -1.5049  C17 1.095
47 H 3.2109 1.2763 -2.7999  C19 1.098
48 H 4.6853 0.4872 -3.3922  C19 1.089
49 H 4.7713 1.5929 -2.0175  C19 1.089
50 H 3.9631 0.9360 0.0827  C20 1.091
51 H 3.6776 -0.7900 0.3759  C20 1.095
52 H 1.5946 0.4435 0.6844  C21 1.089
53 H 1.7133 1.1665 -0.9327  C21 1.095
54 H 0.2779 -6.5161 -2.1992  C25 1.086
55 H -0.2484 -4.8634 -2.5784  C25 1.088
56 H 1.3881 -5.1409 -2.0187  C25 1.088
57 H -0.5593 -7.3012 -0.0829  C26 1.080
58 H -1.2608 -6.8423 2.2604  C27 1.077
59 H -1.2138 -4.4737 3.0864  C28 1.080

2S+1	1
LUMO energy	-0.0192	hartree
E_HOMO	-0.2927	Eh
energy relative to the best compared isomer or geometry (same formula, charge and spin)	68.8	kcal per mole
total charge	0
SMILES	COCCCNC(=O)/C(C#N)=C/c1c(N2CCN(C)CC2)nc2c(C)cccn2c1=O
maximum force	1.4	eV Å⁻¹

***

The following is a DFT calculation (ωB97M-V with the def2-TZVPD basis set) of the molecule C22H28O5.

Each atom is followed by the atoms it is bonded to, with distances in Å.
Geometry (Å):
1 C 4.0090 2.8474 -0.2496  O2 1.406, H28 1.095, H29 1.095, H30 1.089
2 O 4.3948 1.6296 -0.8361  C1 1.406, C3 1.366
3 C 3.4487 0.6575 -0.9960  O2 1.366, C4 1.386, C27 1.395
4 C 2.1251 0.7672 -0.5994  C3 1.386, C5 1.393, H31 1.079
5 C 1.2419 -0.2876 -0.8168  C4 1.393, C6 1.501, C23 1.382
6 C -0.1869 -0.1714 -0.3719  C5 1.501, C7 1.534, H32 1.091, H33 1.090
7 C -0.5083 -1.0902 0.8139  C6 1.534, C8 1.532, C12 1.532, H34 1.092
8 C 0.3805 -0.7318 2.0090  C7 1.532, C9 1.504, H35 1.094, H36 1.092
9 C 0.3474 -1.7714 3.0950  C8 1.504, O10 1.201, O11 1.343
10 O -0.0373 -2.9048 2.9895  C9 1.201
11 O 0.8315 -1.2896 4.2515  C9 1.343, H37 0.970
12 C -1.9800 -0.9795 1.2250  C7 1.532, C13 1.541, H38 1.092, H39 1.092
13 C -3.0164 -1.4507 0.1868  C12 1.541, C14 1.527, O15 1.419, H40 1.105
14 C -2.6935 -2.8383 -0.3634  C13 1.527, H41 1.086, H42 1.085, H43 1.087
15 O -3.1627 -0.5892 -0.9313  C13 1.419, C16 1.412
16 C -4.0061 0.5302 -0.7635  O15 1.412, C17 1.510, H44 1.100, H45 1.096
17 C -3.3154 1.7343 -0.1682  C16 1.510, C18 1.389, C22 1.390
18 C -3.6315 2.1968 1.1025  C17 1.389, C19 1.385, H46 1.081
19 C -2.9638 3.2839 1.6410  C18 1.385, C20 1.384, H47 1.080
20 C -1.9715 3.9191 0.9143  C19 1.384, C21 1.385, H48 1.080
21 C -1.6555 3.4689 -0.3569  C20 1.385, C22 1.383, H49 1.081
22 C -2.3259 2.3853 -0.8955  C17 1.390, C21 1.383, H50 1.080
23 C 1.6927 -1.4420 -1.4273  C5 1.382, C24 1.396, H51 1.078
24 C 3.0256 -1.5621 -1.8233  C23 1.396, O25 1.362, C27 1.385
25 O 3.3638 -2.7424 -2.4130  C24 1.362, C26 1.406
26 C 4.6923 -2.9226 -2.8371  O25 1.406, H52 1.095, H53 1.089, H54 1.095
27 C 3.9024 -0.5122 -1.6061  C3 1.395, C24 1.385, H55 1.077
28 H 3.6552 2.7067 0.7772  C1 1.095
29 H 3.2310 3.3476 -0.8357  C1 1.095
30 H 4.9047 3.4668 -0.2387  C1 1.089
31 H 1.7571 1.6634 -0.1252  C4 1.079
32 H -0.3991 0.8592 -0.0819  C6 1.091
33 H -0.8515 -0.4322 -1.1957  C6 1.090
34 H -0.2877 -2.1250 0.5433  C7 1.092
35 H 1.4205 -0.6568 1.6782  C8 1.094
36 H 0.1025 0.2319 2.4400  C8 1.092
37 H 0.8306 -1.9817 4.9315  O11 0.970
38 H -2.1307 -1.5917 2.1166  C12 1.092
39 H -2.1967 0.0584 1.4880  C12 1.092
40 H -3.9876 -1.4982 0.7113  C13 1.105
41 H -2.4461 -3.5141 0.4498  C14 1.086
42 H -1.8558 -2.7763 -1.0506  C14 1.085
43 H -3.5496 -3.2286 -0.9074  C14 1.087
44 H -4.8801 0.2580 -0.1533  C16 1.100
45 H -4.3498 0.7777 -1.7745  C16 1.096
46 H -4.4046 1.7036 1.6757  C18 1.081
47 H -3.2172 3.6337 2.6312  C19 1.080
48 H -1.4479 4.7643 1.3368  C20 1.080
49 H -0.8851 3.9636 -0.9307  C21 1.081
50 H -2.0795 2.0285 -1.8844  C22 1.080
51 H 1.0274 -2.2693 -1.6136  C23 1.078
52 H 4.9753 -2.1863 -3.5963  C26 1.095
53 H 4.7310 -3.9206 -3.2711  C26 1.089
54 H 5.3935 -2.8654 -1.9982  C26 1.095
55 H 4.9392 -0.5517 -1.8949  C27 1.077

2S+1	1
LUMO energy	0.0240	hartree
E_HOMO	-0.3021	Eh
energy relative to the best compared isomer or geometry (same formula, charge and spin)	10.8	kcal per mole
total charge	0
SMILES	COc1cc(C[C@@H](CC(=O)O)C[C@H](C)OCc2ccccc2)cc(OC)c1
maximum force	0.6	eV Å⁻¹

***

The following is a DFT calculation (ωB97M-V with the def2-TZVPD basis set) of a cluster of 2 separate species, C22H29ClI2N4O2P in total at a distorted geometry.

Each atom is followed by the atoms it is bonded to, with distances in Å.
Geometry (Å):
1 C 1.2784 -1.3302 2.9483  C2 1.212, H28 1.116
2 C 0.8342 -1.4491 1.8275  C1 1.212, C3 1.520
3 C 0.2928 -1.3798 0.4090  C2 1.520, C4 1.462, C27 1.522
4 C 0.7341 -2.4013 -0.5388  C3 1.462, Cl5 1.794, C6 1.511
5 Cl 1.8779 -3.6442 0.0650  C4 1.794
6 C 0.1996 -2.3599 -1.9517  C4 1.511, P7 1.878, C9 1.489
7 P 0.8481 -3.6769 -3.1231  C6 1.878, N8 1.595, H29 1.427, H30 1.441
8 N 2.4146 -3.9428 -2.9790  P7 1.595, H31 1.026
9 C -0.7835 -1.3083 -2.3337  C6 1.489, C10 1.581, C15 1.519
10 C -1.4103 -1.2474 -3.7842  C9 1.581, I11 2.191, C12 1.614, H32 1.129
11 I 0.0772 -0.5409 -5.2301  C10 2.191
12 C -2.0926 -2.6507 -4.1961  C10 1.614, C13 1.576, I14 2.207, H33 1.132
13 C -1.8623 -3.0820 -5.6948  C12 1.576, H34 1.138, H35 1.129, H36 1.130
14 I -4.2710 -2.3740 -3.9743  C12 2.207
15 C -1.2042 -0.2603 -1.3178  C9 1.519, N16 1.394, C27 1.475
16 N -2.0923 0.7184 -1.7598  C15 1.394, C17 1.362
17 C -2.4064 1.6450 -0.8125  N16 1.362, C18 1.579, C22 1.508
18 C -3.3938 2.7819 -1.2882  C17 1.579, C19 1.679, H37 1.121, H38 1.115
19 C -4.8155 1.9350 -1.5692  C18 1.679, C20 1.673, O21 1.455, H39 1.164
20 C -6.1254 2.5219 -0.7106  C19 1.673, O21 1.610, H40 1.169, H41 1.122
21 O -5.3144 1.1570 -0.4454  C19 1.455, C20 1.610
22 C -1.8442 1.5739 0.5853  C17 1.508, C23 1.587, N26 1.366
23 C -2.3193 2.6776 1.6216  C22 1.587, C24 1.590, H42 1.121, H43 1.137
24 C -1.2852 3.8767 1.7634  C23 1.590, C25 1.583, H44 1.134, H45 1.136
25 C -0.6159 4.3406 0.4056  C24 1.583, H46 1.137, H47 1.125, H48 1.122
26 N -0.9598 0.6551 1.0751  C22 1.366, C27 1.395
27 C -0.6740 -0.2572 0.0589  C3 1.522, C15 1.475, N26 1.395
28 H 1.4144 -1.3462 4.0560  C1 1.116
29 H 0.6156 -3.2793 -4.4739  P7 1.427
30 H 0.0492 -4.8562 -2.9049  P7 1.441
31 H 2.8221 -3.7247 -3.8946  N8 1.026
32 H -2.2454 -0.4890 -3.8372  C10 1.129
33 H -1.8475 -3.4716 -3.4561  C12 1.132
34 H -2.4502 -4.0447 -5.8429  C13 1.138
35 H -0.7943 -3.3513 -5.9413  C13 1.129
36 H -2.2977 -2.3598 -6.4472  C13 1.130
37 H -3.1013 3.2269 -2.2744  C18 1.121
38 H -3.6348 3.5217 -0.4890  C18 1.115
39 H -5.0106 1.5593 -2.6531  C19 1.164
40 H -6.6835 2.5319 -1.7371  C20 1.169
41 H -6.9690 1.9593 -0.2308  C20 1.122
42 H -3.3841 2.9932 1.4666  C23 1.121
43 H -2.3035 2.1381 2.6219  C23 1.137
44 H -0.4840 3.5870 2.5111  C24 1.134
45 H -1.8059 4.7731 2.2274  C24 1.136
46 H -0.1095 5.3354 0.6199  C25 1.137
47 H 0.1922 3.6064 0.1330  C25 1.125
48 H -1.3560 4.5426 -0.4134  C25 1.122
49 C 6.8582 -0.5064 6.2985  C50 1.491, H54 1.089, H55 1.093, H56 1.093
50 C 5.5600 -0.5804 5.5680  C49 1.491, O51 1.192, N52 1.472
51 O 4.5885 -1.1769 5.9172  C50 1.192
52 N 5.3651 0.2166 4.3463  C50 1.472, C53 1.499, H57 1.021, H58 1.026
53 C 5.0314 -0.6169 3.1459  N52 1.499, H59 1.089, H60 1.089, H61 1.089
54 H 6.8432 -1.2071 7.1315  C49 1.089
55 H 7.6797 -0.7697 5.6280  C49 1.093
56 H 7.0029 0.5062 6.6838  C49 1.093
57 H 6.1542 0.8436 4.1826  N52 1.021
58 H 4.5095 0.7441 4.5505  N52 1.026
59 H 5.8599 -1.2969 2.9528  C53 1.089
60 H 4.8996 0.0646 2.3069  C53 1.089
61 H 4.1060 -1.1588 3.3331  C53 1.089

2S+1	1
LUMO energy	-0.1417	hartree
E_HOMO	-0.3720	Eh
total charge	+1
maximum force	5.1	eV Å⁻¹